(1)
Here is C12H11CrF6N7O4S4 as an isolated structure from OMol25. Energies are from ωB97M-V with the def2-TZVPD basis set.

```
45
C12H11CrF6N7O4S4 (ωB97M-V with the def2-TZVPD basis set)
Cr 0.454 0.370 0.852
N -1.236 4.476 1.280
C -0.606 3.284 0.999
S -0.434 2.151 2.277
N -0.156 3.184 -0.236
N 0.444 1.993 -0.469
C 0.844 1.740 -1.659
C 1.394 0.413 -1.902
C 2.017 0.038 -3.089
C 2.564 -1.226 -3.187
C 2.488 -2.085 -2.098
C 1.847 -1.645 -0.955
N 1.304 -0.437 -0.871
H -1.888 4.422 2.045
H -1.570 4.952 0.456
H 0.756 2.479 -2.450
H 2.073 0.745 -3.907
H 3.052 -1.541 -4.102
H 2.899 -3.084 -2.134
H 1.759 -2.253 -0.064
F -2.235 2.798 5.339
C -2.194 1.566 4.827
F -1.281 0.851 5.452
F -3.388 1.003 4.948
S -1.511 -1.549 2.324
O -0.176 -1.410 1.555
O -1.567 -2.906 2.888
N -2.619 -1.699 0.998
S -2.803 -0.515 0.047
O -1.654 0.390 -0.071
O -3.466 -0.855 -1.185
C -4.057 0.614 0.808
F -4.251 1.708 0.046
F -5.249 0.001 0.924
F -3.706 1.033 2.027
N -0.985 -3.371 -1.062
C -0.988 -4.694 -1.290
C -0.783 -4.864 -2.645
C -0.681 -3.548 -3.143
N -0.800 -2.659 -2.171
H -1.172 -2.887 -0.185
H -1.146 -5.396 -0.489
H -0.729 -5.794 -3.186
H -0.510 -3.214 -4.155
S 2.522 0.507 1.625
```

Its multiplicity is 5. Its expectation value of S² is 6.104. The value obtained for the gap between HOMO and LUMO (alpha / beta) is 5.05 / 5.20 eV. Its HOMO energy (alpha / beta) is -0.38 / -0.61 eV. Its total charge is -2.

Results of the natural (NBO) charge analysis, in e, for atoms 1 through 4: number 1, Cr, carries 0.848; number 2, N, carries -0.810; number 3, C, carries 0.289; number 4, S, carries -0.200

(2)
Here is an isolated ion of composition C4H12N3 and charge +1 in a non-equilibrium geometry from OMol25. Energies are from ωB97M-V with the def2-TZVPD basis set.

```
19
C4H12N3 (ωB97M-V with the def2-TZVPD basis set)
C -1.601 1.267 1.129
C -0.493 0.827 0.317
N -0.739 1.242 -1.202
N -0.109 -0.554 0.334
N 0.287 -1.063 -1.241
C 1.219 -0.770 -0.122
C 1.885 -1.920 0.506
H -1.928 2.353 1.070
H -2.619 0.895 0.791
H -1.486 0.868 2.127
H 0.489 1.406 0.469
H -0.567 0.295 -1.609
H -1.735 1.453 -1.249
H -0.267 1.989 -1.580
H 0.090 -2.083 -1.322
H 1.782 0.124 -0.318
H 0.934 -2.497 0.762
H 2.440 -1.733 1.331
H 2.334 -2.533 -0.205
```

The value obtained for the gap between HOMO and LUMO is 11.55 eV. Its HOMO energy is -15.19 eV. Its total charge is +1. Its SMILES is C[C@H]([NH3+])N1N[C@@H]1C.

Results of the natural (NBO) charge analysis, in e, for atoms 1 through 4: number 1, C, carries -0.683; number 2, C, carries 0.112; number 3, N, carries -0.720; number 4, N, carries -0.269

(3)
Here is a 2-piece molecular cluster, C5H10O overall from OMol25. Energies are from ωB97M-V with the def2-TZVPD basis set.

```
16
C5H10O (ωB97M-V with the def2-TZVPD basis set)
C -0.824 1.603 0.861
C -0.660 0.357 1.287
C -1.463 -0.813 0.787
C -0.500 -1.644 -0.028
O -0.612 -1.858 -1.209
H -0.186 2.404 1.221
H -1.610 1.855 0.153
H 0.150 0.127 1.979
H -1.847 -1.404 1.629
H -2.299 -0.501 0.153
H 0.392 -1.993 0.538
C 1.886 0.374 -1.485
H 2.755 -0.208 -1.179
H 1.459 0.865 -0.608
H 2.202 1.155 -2.183
H 1.159 -0.320 -1.916
```

The value obtained for the gap between HOMO and LUMO is 10.64 eV. Its HOMO energy is -9.67 eV. Its total charge is 0. Its SMILES is C=CCC=O.C.

Results of the natural (NBO) charge analysis, in e, for atoms 1 through 4: number 1, C, carries -0.378; number 2, C, carries -0.180; number 3, C, carries -0.551; number 4, C, carries 0.459

(4)
Here is an isolated ion of composition C4H12N3 and charge +1 in a non-equilibrium geometry from OMol25. Energies are from ωB97M-V with the def2-TZVPD basis set.

```
19
C4H12N3 (ωB97M-V with the def2-TZVPD basis set)
H 2.932 2.367 0.456
N 2.191 2.262 1.144
C 1.211 1.547 0.860
N 0.925 0.847 -0.325
C -0.404 0.845 -0.914
C -0.953 -0.558 -1.149
C -1.318 -1.191 0.182
N -0.059 -1.668 0.835
H 0.481 1.309 1.640
H 1.677 0.821 -1.000
H -0.466 1.435 -1.834
H -1.080 1.401 -0.271
H -0.206 -1.183 -1.648
H -1.808 -0.449 -1.806
H -2.021 -2.018 0.090
H -1.891 -0.520 0.820
H 0.636 -0.905 0.698
H -0.152 -1.836 1.838
H 0.306 -2.506 0.384
```

The value obtained for the gap between HOMO and LUMO is 9.72 eV. Its HOMO energy is -13.21 eV. Its total charge is +1. Its SMILES is [H]/N=C\NCCC[NH3+].

Results of the natural (NBO) charge analysis, in e, for atoms 1 through 4: number 1, H, carries 0.354; number 2, N, carries -0.609; number 3, C, carries 0.264; number 4, N, carries -0.697

(5)
Here is the molecule C5H7N3 in a non-equilibrium geometry from OMol25. Energies are from ωB97M-V with the def2-TZVPD basis set.

```
15
C5H7N3 (ωB97M-V with the def2-TZVPD basis set)
H 3.609 -0.708 -0.017
N 2.657 -0.231 -0.060
C 1.702 -1.056 0.193
N 0.299 -0.674 0.340
N -0.588 -1.701 -0.282
C -1.708 -1.131 -0.238
C -1.662 0.385 0.355
C -0.217 0.715 0.090
C 0.351 1.957 -0.251
H 1.675 -2.209 0.170
H -2.613 -1.698 -0.576
H -2.329 0.417 1.252
H -2.342 0.967 -0.369
H 1.462 2.159 -0.431
H -0.296 2.806 -0.176
```

The value obtained for the gap between HOMO and LUMO is 9.72 eV. Its HOMO energy is -8.69 eV. Its total charge is 0. Its SMILES is [H]/N=C/N1N=CCC1=C.

Results of the natural (NBO) charge analysis, in e, for atoms 1 through 4: number 1, H, carries 0.357; number 2, N, carries -0.685; number 3, C, carries 0.290; number 4, N, carries -0.350

(6)
Here is a 2-piece molecular cluster, C3H6NO4 overall in a non-equilibrium geometry from OMol25. Energies are from ωB97M-V with the def2-TZVPD basis set.

```
14
C3H6NO4 (ωB97M-V with the def2-TZVPD basis set)
C 0.323 0.088 2.784
N 0.203 0.480 1.511
C 0.940 -0.008 0.379
C -0.058 -0.476 -0.714
O 0.392 -1.059 -1.721
O -1.244 -0.069 -0.602
O 1.229 -0.584 3.261
H -0.424 0.495 3.489
H -0.638 0.961 1.332
H 1.661 0.718 0.005
H 1.515 -0.888 0.676
H -0.788 -0.197 -2.944
H -2.002 0.422 -3.649
O -1.109 0.116 -3.807
```

The value obtained for the gap between HOMO and LUMO is 8.68 eV. Its HOMO energy is -4.96 eV. Its total charge is -1.

Results of the natural (NBO) charge analysis, in e, for atoms 1 through 4: number 1, C, carries 0.520; number 2, N, carries -0.586; number 3, C, carries -0.350; number 4, C, carries 0.750

The energy relative to the best compared isomer or geometry (same formula, charge and spin) results, record by record, are as follows: 0.7761, 4.4730, 1.3664, 1.7873, 4.2125, 1.1011 eV.
The M results, record by record, are as follows: 611.52, 102.16, 86.13, 102.16, 109.13, 120.08 g mol⁻¹.